Entry from the Open Molecules 2025 dataset: C2H7N3OP as an isolated structure in a non-equilibrium geometry (ωB97M-V/def2-TZVPD).

Values from the calculation:
Electronic energy (eV): -17985.2570
Net charge: +1

Geometry as XYZ:
```
14
Properties=species:S:1:pos:R:3:forces:R:3:lowdin_charge:R:1
C 0.042918 0.991067 0.100120 1.113 -0.943 0.049 -0.54
C -1.159588 -1.279201 -0.086555 0.743 1.373 -1.496 0.03
N -1.030099 1.812506 0.147377 1.638 0.960 0.671 0.22
N 0.033501 -0.352325 0.029007 -2.980 -2.683 0.785 -0.18
N 1.184732 -0.983441 -0.302185 2.551 -0.632 -2.941 -0.29
O 1.225668 1.389299 0.144837 0.975 2.291 -0.326 -0.09
P 2.732244 -0.301704 -0.092772 -2.909 0.385 -1.229 1.19
H -0.828523 -2.128599 -0.762961 -0.529 0.826 1.190 0.10
H -1.489483 -1.610597 0.932977 -0.084 0.387 -1.302 0.11
H -1.799579 -0.629506 -0.763688 -0.375 -1.263 1.391 0.11
H -2.018300 1.619706 0.286142 0.611 -0.438 -0.065 0.13
H -0.660554 2.717065 0.499989 -1.017 -0.628 -0.529 0.15
H 1.101573 -1.313926 -1.329621 0.305 0.304 2.067 0.14
H 2.665495 0.069658 1.197327 -0.041 0.062 1.736 -0.09
```
Positions in Å, forces in eV/Å.